Here is 2 unconnected molecules or ions with the total composition C5H10NS from OMol25. Energies are from the ωB97M-V functional and the def2-TZVPD basis.

Summary:
Maximum force: 0.090 hartree/bohr
Net charge: +1
HOMO-LUMO gap: 7.8 eV

XYZ file:
```
17
Properties=species:S:1:pos:R:3:forces:R:3
C -1.25251 1.60654 -0.28082 -0.6 2.2 -0.4
C -1.26947 0.86404 1.05322 0.8 1.5 -0.7
C -0.02671 -2.37783 -0.46756 1.5 0.4 -4.4
C 0.40594 -1.06400 -0.97799 -1.1 0.7 2.6
C -0.02873 1.31321 0.43975 0.7 -0.3 0.1
N 1.19432 1.73655 0.50596 -0.7 1.5 -1.1
S 1.84801 -2.14767 -0.73568 0.0 -1.4 0.2
H -1.28182 1.03458 -1.22084 -0.4 0.5 0.5
H -1.65752 2.71559 -0.27465 0.8 -2.5 -0.2
H -1.65528 1.40570 1.87531 0.2 1.2 0.8
H -1.53913 -0.09404 1.23533 -0.5 -3.2 -0.3
H -0.13521 -2.42959 0.52907 -0.8 -0.6 3.4
H -0.37501 -3.18613 -1.12202 -0.1 0.3 0.5
H 0.28080 -0.98582 -2.02174 0.3 0.0 -1.5
H 1.41516 2.54208 -0.08059 0.0 -0.5 -0.3
H 2.06350 -2.30325 0.61139 0.1 0.9 -0.5
H 2.01366 1.37007 0.93185 0.0 -0.7 1.1
```
Forces are in eV/Å.

These are the Löwdin partial charges, in e, on atoms 1 to 4: -0.037, -0.025, -0.316, -0.451